{"formula": "C3H2O", "method": "wB97M-V/def2-TZVPD", "e_above_lowest_ev": 6.279, "total_energy_ev": -5181.912, "elements": ["C", "C", "C", "O", "H", "H"], "positions_angstrom": [[-1.17, 0.19, -0.19], [-2.28, -0.43, 0.05], [-0.03, 0.84, 0.01], [1.56, -0.62, -0.07], [0.80, 1.41, 0.17], [1.12, -1.40, 0.03]]}